(1)
Molecular formula: C5H8NO
Method: DFT, ωB97M-V/def2-TZVPD

Structure (XYZ):
```
15
C5H8NO | OMol25 | ωB97M-V/def2-TZVPD
C -0.421 -0.620 -0.601
C 0.928 -0.281 -0.268
C -1.468 0.296 0.193
C -2.897 -0.136 0.144
C 3.268 0.506 0.257
N 2.022 -0.091 -0.018
O -1.074 1.133 0.921
H -0.619 -1.626 -0.458
H -0.540 -0.397 -1.775
H -3.578 0.786 0.298
H -3.166 -0.748 -0.677
H -3.104 -0.775 0.996
H 3.666 0.862 -0.642
H 2.951 1.285 0.924
H 4.032 -0.194 0.706
```

Computed properties:
Kohn-Sham gap = 10.73 eV
charge = +1
E_LUMO = -3.77 eV
E_tot = -325.00270 a.u.

(2)
Molecular formula: C12H27AlBr3CaClFMgNO8P2S
Method: DFT, ωB97M-V/def2-TZVPD

Structure (XYZ):
```
59
C12H27AlBr3CaClFMgNO8P2S | OMol25 | ωB97M-V/def2-TZVPD
C 3.312 1.246 1.575
C 2.150 0.122 1.875
C 0.846 0.233 0.833
C 0.076 1.626 1.226
P -0.172 -1.361 1.094
C -1.784 -0.615 0.387
C -2.848 -0.080 1.540
C -2.618 -0.160 3.161
N -4.063 0.466 1.109
P -1.166 -3.294 1.335
O -2.657 -3.242 2.232
O -0.068 -4.320 2.283
S -1.464 -4.262 -0.340
H 3.590 1.355 0.439
H 4.257 0.922 2.228
H 2.975 2.292 2.010
H 2.551 -0.978 1.962
H 1.700 0.384 2.949
H 1.227 0.221 -0.295
H -0.629 1.981 0.331
H 0.787 2.538 1.448
H -0.644 1.540 2.163
H 0.728 -2.016 0.138
H 0.202 -1.380 2.485
H -2.349 -1.512 -0.162
H -1.608 0.193 -0.474
H -3.444 -0.837 3.692
H -2.683 0.928 3.635
H -1.584 -0.599 3.497
H -4.093 0.440 0.048
H -3.296 -3.936 1.891
H 0.768 -4.323 1.700
Ca 5.007 0.369 -0.318
Br 6.373 3.728 0.176
C 8.214 4.198 0.619
C 9.171 3.733 -0.455
Br 9.487 1.812 -0.333
H 8.425 3.773 1.603
H 8.219 5.291 0.691
H 10.154 4.192 -0.319
H 8.817 3.935 -1.469
F -5.193 1.155 -1.026
O -3.736 -6.389 -2.030
H -3.449 -5.745 -1.408
Mg -5.693 1.365 -3.123
Br -3.493 -6.155 0.037
C -2.651 -3.231 -4.428
C -2.506 -1.722 -4.325
O -1.356 -1.312 -4.005
O -3.559 -1.071 -4.574
H -1.708 -3.738 -4.201
H -3.410 -3.580 -3.721
H -2.957 -3.506 -5.442
Cl -1.093 -2.475 3.777
Al 10.907 2.314 1.471
C -8.017 4.875 -3.753
O -8.599 4.950 -2.682
O -7.468 3.860 -4.196
O -7.886 5.803 -4.559
```

Computed properties:
Kohn-Sham gap = 1.15 eV
E_LUMO = -4.85 eV
E_tot = -11612.34303 a.u.

(3)
Molecular formula: C34H28MoN7S
Method: DFT, ωB97M-V/def2-TZVPD

Structure (XYZ):
```
71
C34H28MoN7S | OMol25 | ωB97M-V/def2-TZVPD
Mo 0.134 0.889 -0.554
C 1.155 -3.436 3.038
C 0.891 -4.573 2.086
C 0.537 -5.832 2.568
C 0.323 -6.900 1.713
C 0.456 -6.738 0.339
C 0.789 -5.499 -0.171
C 0.999 -4.435 0.701
N 1.332 -3.148 0.143
C 0.504 -2.129 0.111
N -0.740 -2.260 0.588
C -1.552 -1.187 0.975
C -1.169 0.146 0.732
C -1.955 1.200 1.246
C -3.097 0.924 1.957
C -3.494 -0.407 2.115
C -2.754 -1.477 1.631
C -3.193 -2.898 1.856
N 0.848 -0.913 -0.367
C 2.152 -0.354 -0.429
C 2.803 -0.047 0.794
C 4.058 0.514 0.780
C 4.668 0.794 -0.445
C 4.027 0.526 -1.647
C 2.773 -0.077 -1.679
C 2.141 -0.464 -2.990
H 1.656 -3.805 3.932
H 0.225 -2.964 3.369
H 1.793 -2.669 2.599
H 0.454 -5.978 3.639
H 0.063 -7.868 2.120
H 0.302 -7.575 -0.329
H 0.893 -5.352 -1.240
H 2.207 -3.053 -0.359
H -1.009 -3.190 0.893
H -1.653 2.238 1.099
H -3.699 1.720 2.371
H -4.419 -0.615 2.640
H -4.235 -2.931 2.167
H -2.604 -3.371 2.648
H -3.110 -3.506 0.952
H 2.307 -0.293 1.725
H 4.573 0.728 1.707
H 5.661 1.226 -0.461
H 4.521 0.756 -2.583
H 2.412 0.238 -3.776
H 1.054 -0.532 -2.938
H 2.507 -1.445 -3.301
S -2.589 7.845 -1.655
N -1.155 7.382 -1.104
C -1.104 6.067 -1.207
C 0.001 5.228 -0.813
C 1.211 5.701 -0.289
C 2.198 4.796 0.048
C 1.961 3.441 -0.115
N 0.816 2.965 -0.618
C -0.154 3.854 -0.983
C -1.340 3.289 -1.591
N -1.346 1.941 -1.748
C -2.392 1.368 -2.350
C -3.478 2.100 -2.805
C -3.498 3.468 -2.619
C -2.408 4.087 -1.994
C -2.287 5.507 -1.776
N -3.192 6.420 -2.081
H 1.353 6.767 -0.162
H 3.146 5.127 0.447
H 2.707 2.710 0.167
H -2.356 0.293 -2.468
H -4.294 1.592 -3.298
H -4.332 4.073 -2.954
```

Computed properties:
Kohn-Sham gap (alpha / beta) = 5.91 / 5.78 eV
charge = +3
E_LUMO (alpha / beta) = -10.43 / -10.56 eV
E_tot = -2161.22473 a.u.

(4)
Molecular formula: C9H7Cl2LaNO3Ti
Method: DFT, ωB97M-V/def2-TZVPD

Structure (XYZ):
```
24
C9H7Cl2LaNO3Ti | OMol25 | ωB97M-V/def2-TZVPD
Ti -2.053 -0.335 -4.049
La 0.688 -0.307 0.133
Cl -3.100 -2.191 -3.899
Cl -1.595 0.736 -0.632
C 1.528 1.833 1.370
C -0.567 -0.777 -3.000
C -0.272 -0.450 -4.563
O 1.789 2.724 2.045
O 0.298 -1.089 -2.169
O 0.567 -0.409 -5.407
C -1.825 -2.706 5.742
C -1.273 -2.253 4.433
C 0.077 -2.191 4.196
C 0.558 -1.713 2.980
N -0.336 -1.367 1.981
C -1.688 -1.359 2.239
C -2.176 -1.860 3.425
H -1.617 -3.773 5.936
H -1.442 -2.173 6.630
H -2.918 -2.572 5.736
H 0.811 -2.442 4.953
H 1.608 -1.586 2.748
H -2.284 -0.859 1.447
H -3.246 -1.894 3.607
```

Computed properties:
Kohn-Sham gap (alpha / beta) = 6.45 / 3.80 eV
charge = +4
2S+1 = 2
E_LUMO (alpha / beta) = -15.85 / -18.51 eV
E_tot = -2427.30059 a.u.

(5)
Molecular formula: C21H39BGeN8Si3Y
Method: DFT, ωB97M-V/def2-TZVPD

Structure (XYZ):
```
74
C21H39BGeN8Si3Y | OMol25 | ωB97M-V/def2-TZVPD
Y 0.359 0.164 -0.659
C 3.914 2.877 -0.948
C 2.883 2.336 -0.215
N 2.207 1.421 -0.945
N 2.826 1.376 -2.170
C 3.839 2.243 -2.183
B 2.219 0.498 -3.318
N 2.143 -1.001 -2.832
C 2.721 -2.037 -3.447
C 2.484 -3.194 -2.719
C 1.735 -2.776 -1.639
N 1.525 -1.446 -1.694
N 0.771 1.054 -3.566
C 0.397 1.983 -4.451
C -0.942 2.288 -4.255
C -1.321 1.502 -3.184
N -0.285 0.753 -2.752
N 3.013 0.542 -4.573
C 2.622 0.273 -5.857
C 3.749 0.152 -6.619
C 4.812 0.342 -5.710
N 4.375 0.559 -4.487
H 4.625 3.626 -0.645
H 2.592 2.548 0.802
H 4.453 2.339 -3.063
H 3.274 -1.893 -4.362
H 2.817 -4.190 -2.952
H 1.331 -3.362 -0.828
H 1.101 2.376 -5.166
H -1.543 2.981 -4.817
H -2.292 1.417 -2.720
H 1.585 0.170 -6.131
H 3.805 -0.049 -7.674
H 5.872 0.325 -5.904
C 1.633 -1.453 4.552
Si 0.171 -2.544 4.566
C -1.247 -2.173 5.648
C 0.082 -3.920 3.371
Ge -1.609 0.047 1.680
Si -3.607 -1.219 1.149
C -4.132 0.099 -0.089
C -4.758 -1.423 2.589
C -3.096 -2.802 0.308
Si -1.671 2.160 2.876
C 0.086 2.601 3.330
C -2.264 3.127 1.377
C -2.851 2.143 4.307
H 2.437 -1.923 5.136
H 1.431 -0.482 5.004
H 2.024 -1.328 3.540
H -1.141 -2.727 6.591
H -2.187 -2.495 5.197
H -1.292 -1.114 5.905
H 0.652 -4.775 3.757
H 0.547 -3.642 2.422
H -0.941 -4.257 3.205
H -4.438 1.031 0.387
H -4.995 -0.285 -0.642
H -3.370 0.331 -0.839
H -4.915 -0.476 3.106
H -4.378 -2.153 3.306
H -5.735 -1.780 2.255
H -2.267 -2.652 -0.387
H -3.931 -3.197 -0.278
H -2.817 -3.580 1.020
H 0.785 2.399 2.516
H 0.430 2.070 4.219
H 0.152 3.669 3.553
H -1.648 2.988 0.482
H -2.208 4.194 1.618
H -3.298 2.909 1.112
H -2.492 1.497 5.109
H -3.841 1.798 4.004
H -2.967 3.145 4.727
```

Computed properties:
Kohn-Sham gap = 5.25 eV
charge = +3
E_LUMO = -10.42 eV
E_tot = -4269.47246 a.u.

(6)
Molecular formula: C86H68BrN3O16S2
Method: DFT, ωB97M-V/def2-TZVPD

Structure (XYZ):
```
176
C86H68BrN3O16S2 | OMol25 | ωB97M-V/def2-TZVPD
C -2.417 0.524 -10.334
C -1.098 0.330 -9.478
O -1.284 0.745 -8.115
C -0.413 0.029 -7.211
C 1.086 0.014 -7.617
C 2.051 -0.669 -6.572
C 3.413 -1.167 -7.204
N 3.395 -2.599 -7.568
O -1.126 -1.249 -7.126
S -2.632 -0.708 -6.578
O -3.008 -1.715 -5.580
O -3.732 -0.752 -7.539
O -2.257 0.819 -5.978
C -0.815 0.659 -5.790
C -0.152 2.045 -5.405
C -0.217 3.155 -6.526
C -1.632 3.834 -6.712
Br -1.988 3.902 -8.686
C -0.433 -0.244 -4.540
C -1.501 -0.248 -3.374
C -1.398 -1.679 -2.670
C -1.829 -1.646 -1.162
S -0.606 -0.757 -0.066
C -1.280 0.939 -0.048
N -2.436 1.071 0.630
N -2.741 2.395 0.454
C -1.802 2.997 -0.278
O -0.815 2.073 -0.641
H -2.797 -0.478 -10.671
H -3.197 1.105 -9.778
H -2.163 1.148 -11.239
H -0.308 0.978 -9.965
H -0.750 -0.725 -9.607
H 1.463 1.068 -7.760
H 1.271 -0.495 -8.603
H 1.561 -1.572 -6.106
H 2.288 0.052 -5.740
H 4.219 -1.003 -6.430
H 3.658 -0.518 -8.094
H 2.678 -3.121 -7.062
H 4.277 -3.029 -7.268
H -0.648 2.491 -4.493
H 0.938 1.928 -5.141
H 0.147 2.790 -7.526
H 0.507 3.972 -6.238
H -2.467 3.347 -6.157
H -1.574 4.915 -6.408
H 0.525 0.140 -4.088
H -0.222 -1.316 -4.801
H -1.244 0.584 -2.672
H -2.559 -0.126 -3.705
H -2.089 -2.359 -3.227
H -0.317 -1.978 -2.733
H -2.827 -1.158 -1.033
H -1.915 -2.680 -0.720
H -1.746 4.044 -0.631
C -1.960 9.655 -7.039
C -2.301 10.966 -6.717
C -2.829 11.262 -5.468
C -3.030 10.244 -4.540
C -2.711 8.927 -4.872
C -2.165 8.638 -6.118
C -2.965 7.824 -3.915
O -2.685 6.675 -4.204
C -3.576 8.143 -2.601
C -3.875 7.113 -1.713
C -4.434 7.402 -0.477
C -4.690 8.723 -0.118
C -4.400 9.752 -1.002
C -3.852 9.465 -2.249
C -3.579 10.572 -3.200
O -3.806 11.725 -2.890
H -1.539 9.427 -8.011
H -2.152 11.759 -7.441
H -3.088 12.284 -5.220
H -1.903 7.619 -6.375
H -3.675 6.084 -1.986
H -4.670 6.598 0.211
H -5.121 8.948 0.850
H -4.606 10.778 -0.721
C 0.268 2.274 2.700
C 1.017 1.550 1.776
C 2.276 1.993 1.400
C 2.789 3.169 1.938
C 2.029 3.909 2.846
C 0.772 3.451 3.234
C 2.541 5.191 3.391
O 1.882 5.834 4.185
C 3.869 5.679 2.943
C 4.340 6.907 3.399
C 5.586 7.366 2.997
C 6.371 6.597 2.143
C 5.904 5.375 1.681
C 4.649 4.917 2.071
C 4.145 3.625 1.542
O 4.829 2.954 0.793
H -0.713 1.921 2.999
H 0.614 0.636 1.350
H 2.857 1.422 0.684
H 0.184 4.015 3.949
H 3.734 7.509 4.067
H 5.948 8.325 3.350
H 7.347 6.953 1.835
H 6.517 4.781 1.013
C -5.567 2.049 3.486
C -4.391 1.569 2.913
C -3.673 0.563 3.544
C -4.120 0.041 4.754
C -5.285 0.540 5.340
C -6.013 1.537 4.696
C -5.748 0.028 6.654
O -6.765 0.459 7.163
C -4.943 -1.013 7.340
C -5.331 -1.463 8.599
C -4.592 -2.445 9.244
C -3.467 -2.989 8.630
C -3.073 -2.540 7.378
C -3.804 -1.544 6.734
C -3.352 -1.047 5.410
O -2.367 -1.519 4.874
H -6.133 2.829 2.989
H -4.035 1.980 1.971
H -2.762 0.189 3.092
H -6.925 1.917 5.140
H -6.207 -1.045 9.080
H -4.894 -2.789 10.226
H -2.895 -3.761 9.131
H -2.195 -2.962 6.906
C 8.630 -7.376 -4.054
C 8.351 -8.208 -2.974
C 7.039 -8.411 -2.572
C 6.000 -7.773 -3.242
C 6.281 -6.919 -4.310
C 7.598 -6.731 -4.721
C 5.188 -6.192 -5.003
O 5.431 -5.450 -5.937
C 3.794 -6.380 -4.532
C 2.765 -5.663 -5.134
C 1.456 -5.838 -4.712
C 1.167 -6.739 -3.691
C 2.190 -7.453 -3.083
C 3.507 -7.269 -3.496
C 4.598 -8.011 -2.816
O 4.349 -8.795 -1.921
H 9.655 -7.225 -4.373
H 9.159 -8.701 -2.446
H 6.826 -9.064 -1.734
H 7.820 -6.080 -5.558
H 2.985 -4.963 -5.931
H 0.657 -5.273 -5.179
H 0.143 -6.881 -3.366
H 1.961 -8.150 -2.286
C 3.144 -4.505 10.080
C 4.066 -5.147 10.903
C 3.654 -6.172 11.741
C 2.315 -6.553 11.769
C 1.387 -5.893 10.962
C 1.808 -4.876 10.109
C -0.051 -6.254 11.016
O -0.860 -5.682 10.310
C -0.487 -7.319 11.953
C -1.840 -7.631 12.058
C -2.256 -8.633 12.922
C -1.321 -9.336 13.678
C 0.027 -9.026 13.581
C 0.447 -8.010 12.726
C 1.888 -7.663 12.657
O 2.705 -8.273 13.319
H 3.469 -3.710 9.418
H 5.107 -4.847 10.888
H 4.375 -6.672 12.376
H 1.094 -4.370 9.471
H -2.571 -7.089 11.470
H -3.310 -8.871 13.006
H -1.647 -10.124 14.347
H 0.750 -9.572 14.174
```

Computed properties:
Kohn-Sham gap = 8.24 eV
E_LUMO = -1.21 eV
E_tot = -8056.42857 a.u.

(7)
Molecular formula: C5H12N2O
Method: DFT, ωB97M-V/def2-TZVPD

Structure (XYZ):
```
20
C5H12N2O | OMol25 | ωB97M-V/def2-TZVPD
N -0.318 -2.878 -0.395
C -0.936 -1.565 -0.389
C 0.245 -0.606 -0.135
N -0.269 0.804 -0.096
C -0.482 1.394 -1.413
C 0.670 1.612 0.620
C 0.868 1.252 2.092
O 1.611 1.982 2.704
H -0.951 -3.671 -0.508
H 0.341 -3.290 0.258
H -1.601 -1.475 0.508
H -1.606 -1.359 -1.243
H 0.949 -0.792 -0.979
H 0.730 -0.796 0.827
H -1.406 1.985 -1.334
H 0.389 1.892 -1.824
H -0.801 0.632 -2.126
H 0.423 2.728 0.550
H 1.751 1.809 0.367
H 0.391 0.343 2.516
```

Computed properties:
Kohn-Sham gap = 9.96 eV
E_LUMO = 0.97 eV
E_tot = -382.38477 a.u.

(8)
Molecular formula: C4H5NO3S
Method: DFT, ωB97M-V/def2-TZVPD

Structure (XYZ):
```
14
C4H5NO3S | OMol25 | ωB97M-V/def2-TZVPD
C 0.792 -1.462 0.073
C 2.036 -0.872 0.147
C -0.976 1.493 0.485
C 0.784 0.409 -0.936
N 0.020 -0.604 -0.638
O -1.990 -0.830 1.200
O -2.438 -0.004 -1.120
O 2.011 0.182 -0.602
S -1.690 0.084 0.123
H 0.299 -2.366 0.383
H 2.966 -1.113 0.625
H -0.656 1.621 1.525
H -1.791 2.115 0.223
H 0.633 1.347 -1.489
```

Computed properties:
Kohn-Sham gap (alpha / beta) = 6.17 / 6.87 eV
2S+1 = 3
E_LUMO (alpha / beta) = 0.62 / -2.70 eV
E_tot = -833.81735 a.u.

(9)
Molecular formula: C6H10ClN
Method: DFT, ωB97M-V/def2-TZVPD

Structure (XYZ):
```
18
C6H10ClN | OMol25 | ωB97M-V/def2-TZVPD
C 0.051 1.392 0.120
C -0.283 0.297 1.024
C -1.749 -0.231 0.823
C -1.672 -1.558 -0.172
C -0.240 -1.150 -0.908
C 0.457 -0.095 -0.174
H -0.608 1.882 -1.613
H -1.358 2.797 -0.478
H 0.866 2.158 0.129
H -0.172 0.454 2.112
H -2.481 -0.397 1.824
H -2.074 0.635 0.011
H -2.410 -1.756 -0.792
H -1.397 -2.384 0.587
H 0.412 -2.123 -0.763
H -0.184 -1.057 -2.188
N -1.023 1.779 -0.737
Cl 2.188 -0.270 0.121
```

Computed properties:
Kohn-Sham gap = 9.96 eV
E_LUMO = 0.89 eV
E_tot = -749.40606 a.u.

Question: Among the records above, which one has the highest E_tot?
Answer: C5H8NO